No. 1
C3H4F2O2S | ωB97M-V with the def2-TZVPD basis set

Geometry as XYZ:
```
12
Properties=species:S:1:pos:R:3:forces:R:3
C 1.35345 0.82779 -1.22408 1.571 0.592 -1.791
O 0.39084 0.57314 -0.27258 -1.839 0.960 0.185
C 0.49079 -0.07226 0.83643 -1.231 -2.827 2.213
O 1.43744 -0.48354 1.47548 -1.554 1.232 -1.308
C -1.13732 -0.74285 1.10503 2.183 0.389 -1.470
F -0.96815 -1.87801 0.32271 -0.270 0.411 -0.002
F -1.27687 -1.17036 2.32682 0.207 -0.117 1.560
S -2.70100 0.08855 0.64251 1.226 -0.105 -0.634
H 1.83292 1.82194 -1.15805 0.117 -0.552 0.894
H 0.78932 0.99405 -2.16645 0.404 -0.935 0.355
H 2.09339 -0.00333 -1.23231 -0.421 0.733 -0.353
H -2.30481 0.04488 -0.65551 -0.393 0.218 0.351
```
Positions in Å, forces in eV/Å.

The calculation puts the relative energy (zero: lowest compared OMol25 entry of this formula, charge and spin) at 0.00 kcal/mol. The value obtained for the HOMO-LUMO gap is 10.5 eV. As for the net charge: 0. The HOMO energy is -9.95 eV.


No. 2
C5H10NO2 | ωB97M-V with the def2-TZVPD basis set

Geometry as XYZ:
```
18
Properties=species:S:1:pos:R:3:forces:R:3
C 0.88941 0.83026 1.72764 -0.261 -0.401 -1.541
C -0.13818 0.12430 0.75347 1.651 0.847 1.049
C -0.60788 1.06727 -0.44150 -0.968 -0.698 0.683
O -0.18504 2.23516 -0.45416 0.050 -0.033 -0.196
O -1.40784 0.48493 -1.21982 0.297 0.417 -0.028
N 0.46725 -1.15803 0.26798 -1.552 -0.077 -0.832
C 1.21654 -0.98178 -0.99237 0.760 0.385 0.544
C -0.65876 -2.10357 0.07108 1.339 -1.055 0.478
H 0.51025 0.87394 2.74614 0.268 -0.357 0.182
H 1.79290 0.22999 1.57377 0.135 0.340 0.786
H 1.05465 1.85090 1.39796 0.078 0.107 -0.123
H -0.93306 -0.12797 1.46021 -0.513 -0.216 -0.763
H 1.00255 -1.72282 -1.76630 -0.302 0.034 0.223
H 2.29143 -1.05841 -0.78611 0.042 -0.061 0.034
H 1.06935 0.01160 -1.40764 -0.094 0.013 -0.287
H -0.35080 -2.89034 -0.62986 -0.175 0.346 -0.322
H -1.57414 -1.61845 -0.24024 -0.201 -0.008 -0.118
H -0.74368 -2.70307 0.98772 -0.556 0.418 0.231
```
Positions in Å, forces in eV/Å.

The calculation puts the relative energy (zero: lowest compared OMol25 entry of this formula, charge and spin) at 32.62 kcal/mol. The value obtained for the HOMO-LUMO gap is 7.9 eV. As for the net charge: -1. The HOMO energy is -3.76 eV.


The highest relative energy (zero: lowest compared OMol25 entry of this formula, charge and spin) belongs to which entry?
C5H10NO2


The lowest relative energy (zero: lowest compared OMol25 entry of this formula, charge and spin) belongs to which entry?
C3H4F2O2S


The highest relative energy (zero: lowest compared OMol25 entry of this formula, charge and spin) belongs to which entry?
C5H10NO2